(1)
Molecular formula: C37H21F5N8O4Pb
Method: DFT, wB97M-V/def2-TZVPD

## Properties
**Largest force on an atom**: 1.37 eV/A
**Net charge**: -2
**HOMO level**: -0.0799 Ha
**Molecular weight**: 943.82 g/mol

Element x y z (Å)
Pb (-0.82698, 0.57652, -0.18459)
C (-4.57188, -1.21328, 1.85321)
C (-4.10788, -2.35998, 2.49461)
C (-2.96798, -2.96328, 2.02501)
C (-2.27528, -2.39628, 0.92991)
N (-2.64188, -1.19628, 0.44741)
C (-3.77378, -0.66138, 0.86731)
N (-1.27008, -3.14278, 0.42001)
C (-0.60568, -2.83098, -0.66239)
N (-0.67878, -1.75868, -1.45869)
C (0.16742, -1.92238, -2.50839)
N (0.41582, -1.18028, -3.53399)
C (-0.20588, -0.00078, -3.81999)
C (0.47672, 0.85162, -4.70689)
C (-0.10588, 2.04382, -5.06889)
C (-1.36268, 2.35562, -4.56609)
C (-1.95948, 1.44622, -3.70969)
N (-1.42178, 0.29762, -3.35589)
C (0.90902, -3.19198, -2.34559)
C (1.95112, -3.77348, -3.03879)
C (2.48352, -4.95458, -2.53529)
C (1.96582, -5.54548, -1.38919)
C (0.91112, -4.96398, -0.69699)
C (0.40712, -3.77558, -1.17979)
H (-5.49248, -0.73308, 2.14991)
H (-4.63548, -2.76708, 3.35051)
H (-2.55888, -3.85568, 2.47651)
H (-4.04218, 0.27462, 0.39711)
H (1.45592, 0.56352, -5.06119)
H (0.41262, 2.73152, -5.72309)
H (-1.84738, 3.28812, -4.81529)
H (-2.93208, 1.64982, -3.27839)
H (2.35342, -3.30218, -3.92339)
H (3.32602, -5.41668, -3.03619)
H (2.40842, -6.46028, -1.01479)
H (0.51032, -5.40338, 0.20371)
C (2.48112, -1.59738, 0.50771)
C (2.65652, -0.31798, -0.21529)
N (1.71202, 0.46552, -0.66739)
C (2.32172, 1.48972, -1.33929)
C (3.69192, 1.31682, -1.27749)
N (3.87352, 0.16912, -0.55839)
C (4.90212, 2.08692, -1.78659)
O (4.65722, 3.04852, -2.55969)
O (5.99712, 1.68202, -1.39359)
C (1.51692, 2.51712, -2.03699)
O (2.17542, 3.37462, -2.77889)
O (0.30482, 2.52942, -1.95029)
H (1.42442, -1.80438, 0.61631)
H (2.92572, -1.55568, 1.50011)
H (2.94672, -2.40078, -0.06139)
H (4.79312, -0.19968, -0.36009)
H (3.23712, 3.25662, -2.72099)
N (0.69712, 0.24682, 7.38461)
C (0.57842, 0.24372, 6.23881)
C (0.44502, 0.22752, 4.84331)
C (0.71162, 1.37482, 4.09101)
C (0.51962, 1.35942, 2.72521)
C (0.04352, 0.23432, 2.03881)
C (-0.13308, -0.91548, 2.81531)
C (0.04452, -0.93648, 4.18401)
H (1.03642, 2.27502, 4.59731)
H (0.72092, 2.26622, 2.17051)
H (-0.44578, -1.83168, 2.33581)
H (-0.15058, -1.83358, 4.76001)
F (-0.72428, 4.14052, -0.23719)
C (-1.48088, 3.86242, 0.83631)
C (-1.83958, 2.55172, 1.13091)
C (-2.61288, 2.44102, 2.27841)
F (-3.01238, 1.22132, 2.71211)
C (-3.03848, 3.51512, 3.05351)
F (-3.82678, 3.32802, 4.14231)
C (-2.65598, 4.79912, 2.70461)
F (-3.05908, 5.86772, 3.43661)
C (-1.85188, 4.97122, 1.59121)
F (-1.45318, 6.22132, 1.24721)



(2)
Molecular formula: C23H21FN4O3S
Method: DFT, wB97M-V/def2-TZVPD

## Properties
**Largest force on an atom**: 1.21 eV/A
**Structure (SMILES)**: Cc1cc(NC(=O)CSc2cn(CCNC(=O)c3ccc(F)cc3)c3ccccc23)no1
**HOMO level**: -0.2951 Ha
**Molecular weight**: 452.51 g/mol

Element x y z (Å)
C (2.94151, -0.06732, -4.88975)
C (2.28212, 0.36612, -3.63543)
C (2.77327, 0.67559, -2.40101)
C (1.61019, 0.99396, -1.65168)
N (1.49967, 1.38400, -0.34048)
C (2.52495, 1.55434, 0.54120)
O (3.68515, 1.33646, 0.28083)
C (2.07386, 2.00761, 1.91508)
S (0.71196, 3.23426, 1.90543)
C (-0.68109, 2.14945, 1.98674)
C (-1.06193, 1.41796, 3.07408)
N (-2.13980, 0.63886, 2.76411)
C (-2.62399, -0.43891, 3.57926)
C (-1.62425, -1.61647, 3.55148)
N (-1.17489, -1.89945, 2.21123)
C (0.00932, -1.42208, 1.75283)
O (0.79075, -0.82945, 2.47513)
C (0.31476, -1.73083, 0.32920)
C (1.64341, -1.98916, -0.00061)
C (1.99463, -2.31864, -1.29439)
C (1.00068, -2.36528, -2.25618)
F (1.33333, -2.70096, -3.51894)
C (-0.31765, -2.06259, -1.96734)
C (-0.65877, -1.74770, -0.66531)
C (-2.46293, 0.84893, 1.44642)
C (-3.45666, 0.28580, 0.65390)
C (-3.55051, 0.70541, -0.65700)
C (-2.68881, 1.67291, -1.17726)
C (-1.70728, 2.24404, -0.40050)
C (-1.57798, 1.82237, 0.92266)
N (0.53000, 0.87854, -2.39099)
O (0.94309, 0.48721, -3.62609)
H (2.61176, 0.55417, -5.71983)
H (4.01908, 0.00598, -4.78255)
H (2.66992, -1.09821, -5.11299)
H (3.78226, 0.68985, -2.05283)
H (0.55262, 1.58521, -0.04424)
H (1.73466, 1.13327, 2.47355)
H (2.91523, 2.46740, 2.43129)
H (-0.62347, 1.39177, 4.05256)
H (-3.59526, -0.75511, 3.19326)
H (-2.75178, -0.09840, 4.61041)
H (-0.72969, -1.34716, 4.11906)
H (-2.08026, -2.50635, 3.99133)
H (-1.81065, -2.34688, 1.57153)
H (2.39362, -1.93009, 0.77290)
H (3.01707, -2.53015, -1.56345)
H (-1.05313, -2.06365, -2.75508)
H (-1.67978, -1.47474, -0.44381)
H (-4.14234, -0.45374, 1.04352)
H (-4.31101, 0.27899, -1.29444)
H (-2.79643, 1.97459, -2.20670)
H (-1.05853, 3.00827, -0.80012)



(3)
Molecular formula: C15H38NO4Si
Method: DFT, wB97M-V/def2-TZVPD

## Properties
**Largest force on an atom**: 1.43 eV/A
**Net charge**: +1
**HOMO level**: -0.4113 Ha
**Molecular weight**: 324.56 g/mol

Element x y z (Å)
C (3.87491, 3.20030, -0.05053)
Si (2.88964, 3.10450, -1.64913)
C (3.10520, 4.71090, -2.59459)
C (3.43384, 1.58125, -2.59148)
C (1.01899, 2.86714, -1.34951)
C (0.46370, 1.49251, -0.80803)
C (-0.54991, 1.92550, 0.25326)
C (-1.06391, 3.23626, -0.33606)
N (0.24021, 3.93052, -0.58545)
H (3.51748, 2.52428, 0.71994)
H (4.88922, 2.89036, -0.29142)
H (3.92650, 4.21896, 0.32210)
H (2.58804, 5.50774, -2.06101)
H (4.16002, 4.95300, -2.66238)
H (2.68069, 4.67913, -3.59305)
H (4.44998, 1.69309, -2.95126)
H (3.44516, 0.75023, -1.88728)
H (2.76451, 1.31383, -3.40349)
H (0.60383, 2.95961, -2.35197)
H (1.27774, 0.89881, -0.41990)
H (-0.04002, 1.05848, -1.66069)
H (0.05705, 2.22188, 1.10710)
H (-1.34426, 1.22817, 0.47944)
H (-1.44484, 2.99903, -1.32345)
H (-1.78666, 3.78688, 0.24965)
H (0.70586, 4.18153, 0.28526)
H (0.09701, 4.73507, -1.19400)
C (-4.59939, -2.03218, 3.11279)
O (-3.36438, -2.55472, 3.56934)
C (-2.34818, -2.56016, 2.58070)
C (-1.37969, -1.41468, 2.76794)
O (-2.00166, -0.14810, 2.56024)
C (-2.33781, 0.51468, 3.76926)
H (-5.23011, -1.86942, 3.98467)
H (-4.46809, -1.08156, 2.58967)
H (-5.09683, -2.74548, 2.44759)
H (-2.78160, -2.53108, 1.57642)
H (-1.79799, -3.50010, 2.68175)
H (-0.57965, -1.51237, 2.02701)
H (-0.92758, -1.45834, 3.76256)
H (-1.43794, 0.90730, 4.25553)
H (-2.85926, -0.15040, 4.45926)
H (-2.99622, 1.34595, 3.51909)
C (1.93217, -3.72180, -1.65003)
O (0.80324, -4.41583, -2.14604)
C (0.03075, -5.03938, -1.13017)
C (-1.20791, -4.23789, -0.80040)
O (-0.88288, -2.97696, -0.22329)
C (-0.95515, -1.90815, -1.14398)
H (2.32376, -3.10920, -2.46145)
H (1.67116, -3.07322, -0.80894)
H (2.71020, -4.42446, -1.33514)
H (0.63308, -5.19740, -0.23092)
H (-0.27578, -6.01890, -1.50720)
H (-1.80357, -4.78891, -0.06717)
H (-1.81890, -4.10165, -1.69706)
H (-2.00112, -1.66200, -1.36331)
H (-0.43154, -2.13569, -2.07626)
H (-0.48110, -1.04688, -0.67451)



(4)
Molecular formula: C18H17NO6
Method: DFT, wB97M-V/def2-TZVPD

## Properties
**Largest force on an atom**: 0.60 eV/A
**Energy relative to the best compared isomer or geometry (same formula, charge and spin)**: 0.9 kJ/mol
**Structure (SMILES)**: COc1ccc(CC(=O)Nc2ccc(OC(C)=O)cc2C(=O)O)cc1
**HOMO level**: -0.3058 Ha
**Molecular weight**: 343.34 g/mol

Element x y z (Å)
C (5.03596, 2.66983, -1.60358)
O (4.77583, 2.24447, -0.28882)
C (4.17831, 1.03385, -0.10154)
C (3.79194, 0.16871, -1.11936)
C (3.18742, -1.03600, -0.80669)
C (2.95536, -1.40649, 0.51032)
C (2.25830, -2.70266, 0.81469)
C (0.81411, -2.71137, 0.32660)
O (0.30463, -3.67492, -0.19750)
N (0.18682, -1.52175, 0.57045)
C (-1.09681, -1.13171, 0.24918)
C (-2.02725, -2.02126, -0.29838)
C (-3.30673, -1.61201, -0.59512)
C (-3.69684, -0.29506, -0.35864)
O (-4.99236, 0.04719, -0.72037)
C (-5.73745, 0.88086, 0.03072)
C (-7.09246, 1.05818, -0.60040)
O (-5.37773, 1.38303, 1.05847)
C (-2.79374, 0.60927, 0.16149)
C (-1.49263, 0.20598, 0.47240)
C (-0.56333, 1.20290, 1.02574)
O (0.55746, 0.97067, 1.43923)
O (-1.04985, 2.44668, 1.04255)
C (3.34670, -0.53614, 1.52227)
C (3.95254, 0.66485, 1.22437)
H (5.71748, 1.98645, -2.12079)
H (5.50991, 3.64576, -1.50955)
H (4.11337, 2.77130, -2.18475)
H (3.95210, 0.42015, -2.15604)
H (2.88732, -1.69953, -1.60522)
H (2.24359, -2.88036, 1.89270)
H (2.76640, -3.54447, 0.33987)
H (0.75001, -0.77981, 0.99225)
H (-1.72591, -3.03923, -0.48118)
H (-4.02182, -2.30373, -1.01202)
H (-7.67862, 0.15673, -0.43311)
H (-7.59846, 1.90355, -0.14480)
H (-6.98852, 1.20398, -1.67178)
H (-3.08128, 1.63103, 0.34492)
H (-0.39410, 3.04691, 1.43151)
H (3.17443, -0.79994, 2.55534)
H (4.25590, 1.34411, 2.00459)



(5)
Molecular formula: C7H19IrN2O
Method: DFT, wB97M-V/def2-TZVPD

## Properties
**Largest force on an atom**: 4.53 eV/A
**Spin multiplicity**: 6
**Net charge**: +1
**Energy relative to the best compared isomer or geometry (same formula, charge and spin)**: 234.4 kJ/mol
**HOMO level (spin up / spin down)**: -0.2996 / -0.4638 Ha
**Molecular weight**: 339.46 g/mol
**⟨S²⟩**: 8.7663

Element x y z (Å)
C (0.67650, -2.40851, 0.21047)
Ir (0.17471, -0.29763, -0.13424)
N (-1.35910, -0.64971, -1.48310)
H (1.21273, -0.11005, 1.09819)
H (-0.04418, -1.63256, 0.76442)
H (1.27526, -2.67229, 1.07149)
H (1.34647, -2.25756, -0.64467)
H (-0.04729, -3.22684, 0.06501)
H (-1.29324, -0.03125, -2.29374)
H (-2.28660, -0.50830, -1.07494)
H (-1.39177, -1.58863, -1.86485)
O (-0.29985, 1.55414, -0.47198)
C (-0.22507, 2.70355, 0.13383)
C (-0.12206, 2.90407, 1.61459)
C (1.10862, 3.65006, 2.10698)
C (1.02883, 5.18572, 2.11346)
C (0.86399, 5.75378, 0.69899)
C (-0.37836, 5.22869, -0.03017)
N (-0.28650, 3.85156, -0.57920)
H (-1.01808, 3.47010, 1.88813)
H (-0.18524, 1.92992, 2.07527)
H (1.29957, 3.33486, 3.13252)
H (1.99442, 3.37851, 1.52373)
H (0.20402, 5.53257, 2.75624)
H (1.95030, 5.59416, 2.56620)
H (0.81173, 6.85217, 0.77745)
H (1.77556, 5.55359, 0.11572)
H (-1.21939, 5.34081, 0.65241)
H (-0.56880, 5.89426, -0.86880)
H (-0.52283, 3.75457, -1.55799)



(6)
Molecular formula: C3H6N3S
Method: DFT, wB97M-V/def2-TZVPD

## Properties
**Largest force on an atom**: 3.11 eV/A
**Net charge**: +1
**Energy relative to the best compared isomer or geometry (same formula, charge and spin)**: 504.7 kJ/mol
**HOMO level (spin up / spin down)**: -0.4436 / -0.4386 Ha
**Molecular weight**: 116.17 g/mol

Element x y z (Å)
C (1.67835, -0.28781, -0.14348)
C (-0.96512, -0.01917, 0.76039)
C (-0.53003, -1.10864, -0.14584)
N (0.75159, -1.13294, -0.47785)
N (0.08852, 1.83914, -0.54291)
N (-0.90411, 1.15081, -0.13922)
S (3.15365, 0.05798, 0.26065)
H (-1.88031, -0.03274, 1.22196)
H (-0.33066, 0.25752, 1.52314)
H (-1.04311, -1.96065, -0.47392)
H (0.91852, -1.88834, -1.22784)
H (0.76946, 1.85579, 0.13667)
H (-1.70673, 1.26907, -0.75177)



(7)
Molecular formula: C22H30N2OPtSi
Method: DFT, wB97M-V/def2-TZVPD

## Properties
**Largest force on an atom**: 1.45 eV/A
**Spin multiplicity**: 5
**Net charge**: +2
**HOMO level (spin up / spin down)**: -0.5141 / -0.5372 Ha
**Molecular weight**: 561.66 g/mol
**⟨S²⟩**: 6.0286

Element x y z (Å)
Pt (-1.16430, -0.91138, -1.57172)
N (1.59812, -3.94325, -2.83052)
C (0.69888, -2.98461, -2.66052)
O (0.53057, -2.46336, -1.53742)
C (-0.05602, -2.50577, -3.87824)
C (-1.30422, -1.70521, -3.54056)
H (2.15118, -4.26428, -2.05155)
H (1.73422, -4.39784, -3.71747)
H (-0.31696, -3.36391, -4.50321)
H (0.65309, -1.90171, -4.45124)
H (-2.18329, -2.34449, -3.43536)
H (-1.50310, -0.92488, -4.27054)
C (-2.30114, -0.74041, 0.20618)
Si (-0.95593, 0.06759, 1.20272)
C (-0.29678, 1.56477, 0.15352)
N (-0.00465, 1.15986, -1.22291)
C (-0.56553, 2.05188, -2.25037)
C (0.19559, 3.38835, -2.29315)
C (1.71613, 3.16142, -2.18227)
C (2.07190, 1.71301, -2.51537)
C (1.41280, 0.77834, -1.49545)
C (-1.59110, 0.82858, 2.86455)
C (-1.27973, 0.21245, 4.10642)
C (-1.94022, 0.60418, 5.24491)
C (-2.86251, 1.65922, 5.17519)
C (-3.14643, 2.30684, 3.94949)
C (-2.48465, 1.92267, 2.81126)
C (0.49048, -1.01280, 1.69943)
C (0.44791, -2.39845, 1.55597)
C (1.54157, -3.16698, 1.93243)
C (2.67356, -2.55716, 2.45321)
C (2.72528, -1.17685, 2.59910)
C (1.63225, -0.40648, 2.23221)
H (-3.15258, -0.09786, -0.02937)
H (-2.65008, -1.71226, 0.54878)
H (0.58997, 1.98503, 0.63494)
H (-1.07000, 2.33627, 0.14803)
H (-1.62242, 2.22406, -2.04638)
H (-0.48481, 1.54927, -3.21262)
H (-0.14263, 4.03881, -1.48588)
H (-0.06739, 3.87777, -3.23091)
H (2.05829, 3.37514, -1.16650)
H (2.24679, 3.84181, -2.84585)
H (3.14965, 1.55814, -2.48166)
H (1.74863, 1.47187, -3.52984)
H (1.96499, 0.81326, -0.55549)
H (1.46248, -0.24909, -1.85456)
H (-0.55449, -0.58912, 4.16336)
H (-1.73325, 0.10649, 6.18246)
H (-3.34878, 2.00268, 6.08088)
H (-3.87536, 3.10498, 3.89801)
H (-2.70124, 2.43177, 1.88117)
H (-0.43341, -2.88481, 1.15511)
H (1.50426, -4.24354, 1.82597)
H (3.51540, -3.15992, 2.76824)
H (3.60942, -0.70044, 3.00202)
H (1.66957, 0.67033, 2.37137)



(8)
Molecular formula: C15H26Cl2O2ReSi
Method: DFT, wB97M-V/def2-TZVPD

## Properties
**Largest force on an atom**: 3.82 eV/A
**Spin multiplicity**: 4
**Net charge**: -2
**HOMO level (spin up / spin down)**: 0.0187 / 0.0123 Ha
**Molecular weight**: 523.57 g/mol
**⟨S²⟩**: 3.7742

Element x y z (Å)
C (2.22511, 1.91324, -0.54762)
C (1.64073, 2.41118, 0.66675)
C (0.29175, 2.79729, 0.39816)
C (2.37669, 2.68385, 1.93117)
C (0.06603, 2.65567, -1.00369)
C (1.24888, 2.07404, -1.59769)
C (1.48052, 1.83727, -3.04399)
C (3.65932, 1.57064, -0.73090)
C (-0.63614, 3.44691, 1.36694)
C (-1.16254, 3.09954, -1.71178)
Re (0.48381, 0.42903, -0.22624)
Cl (1.27713, -0.22682, 1.96786)
Cl (1.78908, -1.27893, -0.96066)
O (-0.78460, 0.30223, -1.67628)
H (3.18649, 1.96178, 2.07638)
H (1.69844, 2.63883, 2.79036)
H (2.82515, 3.69033, 1.91614)
H (-0.61850, 2.91610, 2.32464)
H (-1.65801, 3.44702, 0.97704)
H (-0.34627, 4.49050, 1.55871)
H (-2.03647, 2.96758, -1.06537)
H (-1.30659, 2.52176, -2.62855)
H (-1.09913, 4.16544, -1.97113)
H (0.53119, 1.61176, -3.54042)
H (2.14903, 0.98644, -3.20922)
H (1.91007, 2.73209, -3.51715)
H (4.00976, 0.93568, 0.08900)
H (4.26553, 2.48845, -0.72425)
H (3.81482, 1.05611, -1.68223)
H (-1.56865, -0.23943, -1.47967)
O (2.08281, -1.60480, -4.15933)
H (1.67221, -2.09753, -4.91202)
C (-0.99453, -4.55375, 2.62032)
Si (-2.13129, -3.68283, 1.40605)
C (-2.42505, -4.82983, -0.05703)
C (-3.75106, -3.25308, 2.25420)
C (-1.41638, -2.09336, 0.85314)
C (-0.77653, -1.11343, 0.44471)
H (-1.44981, -5.47511, 3.01051)
H (-0.76234, -3.91008, 3.47938)
H (-0.03550, -4.83018, 2.16172)
H (-2.93152, -5.76128, 0.23344)
H (-3.04829, -4.34266, -0.81919)
H (-1.48368, -5.11234, -0.54860)
H (-3.55957, -2.58609, 3.10638)
H (-4.40271, -2.70867, 1.55707)
H (-4.29937, -4.13057, 2.62294)



no.,E (hartree)
1,-2853.91377
2,-1831.89027
3,-1239.23295
4,-1202.37698
5,-566.58388
6,-679.91873
7,-1449.18302
8,-2025.74367